Record 1
{
  "formula": "C21H24O",
  "method": "ωB97M-V/def2-TZVPD",
  "homo_ev": -8.7,
  "charge": 0,
  "smiles": "c1ccc([C@@H]2C[C@H](c3ccccc3)[C@H]3CCCC[C@H]3O2)cc1",
  "molar_mass_g_mol": 292.4,
  "elements": ["C", "C", "C", "C", "C", "C", "C", "C", "C", "C", "C", "C", "C", "C", "C", "C", "C", "C", "C", "O", "C", "C", "H", "H", "H", "H", "H", "H", "H", "H", "H", "H", "H", "H", "H", "H", "H", "H", "H", "H", "H", "H", "H", "H", "H", "H"],
  "positions_angstrom": [[-5.441, -0.246, 1.347], [-4.509, -1.330, 0.966], [-3.141, -1.006, 0.934], [-2.582, 0.299, 0.978], [-1.128, 0.619, 0.884], [-0.750, -0.071, -0.440], [0.849, 0.111, -0.662], [1.081, -0.559, -2.041], [1.226, 0.211, -3.157], [1.025, -0.316, -4.457], [0.725, -1.709, -4.536], [0.672, -2.541, -3.375], [0.857, -1.879, -2.143], [1.489, -0.339, 0.614], [3.049, -0.236, 0.551], [3.570, 1.128, 0.986], [2.991, 1.559, 2.304], [1.428, 1.594, 2.205], [0.938, 0.248, 1.938], [-0.489, 0.014, 1.944], [-3.540, 1.281, 1.293], [-4.897, 1.011, 1.456], [-6.457, -0.437, 1.570], [-4.796, -2.346, 0.889], [-2.512, -1.763, 0.752], [-0.974, 1.672, 0.904], [-0.856, -1.097, -0.358], [-1.260, 0.152, -1.369], [1.037, 1.227, -0.693], [1.377, 1.284, -3.197], [1.078, 0.322, -5.378], [0.610, -2.223, -5.513], [0.517, -3.557, -3.364], [0.749, -2.563, -1.276], [1.355, -1.411, 0.767], [3.357, -0.350, -0.406], [3.586, -0.960, 1.199], [3.431, 1.744, 0.117], [4.613, 0.929, 1.174], [3.399, 0.928, 3.147], [3.323, 2.544, 2.600], [1.177, 1.976, 3.224], [1.115, 2.284, 1.487], [1.424, -0.339, 2.735], [-3.219, 2.311, 1.518], [-5.497, 1.834, 1.886]],
  "forces_ev_per_a": [[2.88, -2.03, -1.28], [-0.05, 3.75, 1.63], [-2.15, 2.29, -0.55], [-3.33, 0.54, 1.75], [-1.70, -1.81, -1.91], [3.50, 2.24, -0.34], [-2.24, 1.56, -0.39], [0.42, 2.05, 2.69], [-0.39, 0.84, -3.15], [-0.18, -1.55, 0.62], [0.37, -0.71, -0.22], [0.91, 4.85, -0.24], [-0.64, -3.99, -0.55], [2.22, -1.80, 0.66], [-1.17, 0.63, 3.50], [0.57, -1.30, 0.35], [-0.71, 0.25, -0.09], [1.66, 0.90, 2.99], [-0.13, -1.97, -0.96], [1.58, -0.15, 1.63], [1.06, 0.32, -0.11], [-0.43, 0.67, 1.04], [-0.89, -0.19, 0.02], [-0.41, -0.74, -0.10], [2.33, -2.90, -0.56], [0.08, 1.04, -0.32], [-0.41, -2.10, 0.63], [-0.40, 0.85, 0.16], [-0.15, -0.98, -0.59], [0.12, 0.02, 0.87], [-0.01, -0.75, 1.11], [-0.04, 0.66, 0.61], [-0.42, -2.14, -0.42], [0.16, 0.91, -0.21], [-0.53, -0.23, -0.36], [0.95, -0.89, -3.12], [-0.76, -0.10, -0.37], [-0.01, 1.17, 0.09], [0.76, 0.54, -0.45], [-0.83, 0.10, -0.87], [0.12, 0.49, -0.17], [-0.70, -0.36, -0.78], [-0.31, 1.41, -1.17], [-0.83, -0.42, -0.14], [-0.03, -0.51, -0.33], [0.13, -0.49, -0.58]]
}



Record 2
{
  "formula": "C18H27BClNO7",
  "method": "ωB97M-V/def2-TZVPD",
  "homo_ev": -9.3,
  "charge": 0,
  "smiles": "NB(O)c1cc(Cl)c2c(c1)C(=O)C=CC2=O.COCCOC.COCCOC",
  "molar_mass_g_mol": 415.7,
  "elements": ["N", "B", "O", "C", "C", "C", "Cl", "C", "C", "C", "C", "O", "C", "C", "C", "O", "H", "H", "H", "H", "H", "H", "H", "C", "O", "C", "C", "O", "C", "H", "H", "H", "H", "H", "H", "H", "H", "H", "H", "C", "O", "C", "C", "O", "C", "H", "H", "H", "H", "H", "H", "H", "H", "H", "H"],
  "positions_angstrom": [[1.140, -2.193, 3.368], [2.492, -2.780, 2.988], [3.117, -3.781, 3.799], [3.133, -2.186, 1.595], [4.412, -1.323, 1.513], [4.952, -0.742, 0.154], [6.435, 0.300, 0.036], [4.151, -1.084, -1.123], [2.860, -1.984, -1.038], [2.326, -2.557, 0.289], [2.065, -2.277, -2.413], [1.528, -3.374, -2.687], [2.061, -1.035, -3.446], [3.239, -0.225, -3.524], [4.524, -0.547, -2.600], [5.708, -0.427, -3.005], [1.101, -1.272, 2.881], [0.450, -2.766, 2.837], [2.514, -3.875, 4.581], [4.985, -1.065, 2.476], [1.398, -3.216, 0.337], [1.118, -0.835, -4.048], [3.251, 0.685, -4.225], [-1.784, -0.568, 4.299], [-1.430, -0.395, 2.933], [-2.181, -1.242, 2.065], [-3.348, -0.494, 1.426], [-4.307, -0.091, 2.399], [-4.156, 1.270, 2.781], [-1.422, 0.298, 4.856], [-2.863, -0.646, 4.442], [-1.296, -1.468, 4.692], [-2.528, -2.134, 2.599], [-1.501, -1.571, 1.272], [-3.860, -1.172, 0.735], [-2.995, 0.368, 0.849], [-4.603, 1.918, 2.022], [-3.107, 1.545, 2.923], [-4.682, 1.418, 3.726], [0.489, 2.721, -2.479], [-0.335, 1.621, -2.838], [-1.375, 1.387, -1.890], [-2.699, 1.993, -2.350], [-2.628, 3.416, -2.414], [-2.403, 3.890, -3.735], [1.041, 3.036, -3.367], [-0.089, 3.571, -2.110], [1.206, 2.405, -1.712], [-1.091, 1.765, -0.902], [-1.497, 0.302, -1.810], [-3.470, 1.745, -1.614], [-3.009, 1.576, -3.314], [-3.341, 3.877, -4.296], [-1.653, 3.297, -4.264], [-2.046, 4.920, -3.670]],
  "forces_ev_per_a": [[1.21, -0.57, -1.60], [0.26, -0.14, 0.57], [-2.08, 2.00, -0.81], [1.49, 0.70, -3.08], [-1.28, -0.38, -2.48], [-3.38, -2.31, -0.35], [-2.00, -1.41, 0.41], [-0.95, -0.77, 1.99], [0.75, 0.24, 2.10], [3.79, 2.69, -0.47], [-0.20, -0.96, -0.66], [1.61, 3.80, 1.23], [2.80, 0.95, 1.03], [-2.21, -1.63, 0.66], [1.56, -0.12, -0.47], [-4.51, -0.21, 1.50], [-0.30, -0.82, 0.58], [0.25, 0.47, 0.80], [0.82, -0.04, -0.82], [-1.01, -0.48, -1.75], [1.48, 1.07, -0.23], [1.51, -0.38, 0.80], [0.31, -1.65, 1.12], [0.21, -0.08, 0.13], [-0.37, -0.16, -0.05], [0.21, 0.49, -0.14], [-0.26, -0.39, 0.30], [0.42, 0.14, -0.09], [-0.14, -0.04, 0.04], [0.05, -0.05, -0.10], [0.00, 0.02, -0.10], [-0.06, 0.06, 0.05], [-0.10, 0.09, 0.00], [-0.02, -0.01, -0.05], [0.04, 0.00, -0.01], [0.09, -0.02, 0.09], [0.04, 0.11, 0.01], [-0.03, -0.06, -0.04], [-0.03, -0.08, -0.10], [0.20, -0.17, -0.01], [-0.20, 0.23, 0.23], [-0.08, -0.14, -0.50], [0.14, 0.27, 0.43], [0.19, -0.30, -0.25], [-0.06, 0.11, 0.09], [-0.04, -0.10, 0.02], [-0.05, -0.06, -0.01], [0.00, 0.12, 0.00], [-0.05, 0.08, -0.05], [-0.02, -0.01, 0.02], [0.00, -0.03, -0.02], [0.12, 0.00, 0.02], [0.02, 0.00, -0.11], [-0.04, -0.02, 0.06], [-0.09, -0.06, 0.07]]
}



Record 3
{
  "formula": "C18H33O3P3Sn",
  "method": "ωB97M-V/def2-TZVPD",
  "homo_ev": [-19.9, -19.9],
  "charge": 4,
  "molar_mass_g_mol": 509.1,
  "elements": ["P", "C", "H", "H", "H", "C", "H", "H", "H", "C", "H", "H", "H", "P", "C", "H", "H", "H", "C", "H", "H", "H", "C", "H", "H", "H", "P", "C", "H", "H", "H", "C", "H", "H", "H", "C", "H", "H", "H", "Sn", "C", "O", "C", "O", "C", "C", "C", "C", "C", "C", "H", "H", "H", "H", "H", "H", "O", "C"],
  "positions_angstrom": [[-3.947, -1.107, -0.579], [-4.558, -1.532, -2.269], [-5.648, -1.696, -2.295], [-4.054, -2.446, -2.612], [-4.308, -0.713, -2.956], [-4.779, -2.510, 0.285], [-5.831, -2.632, -0.019], [-4.740, -2.340, 1.369], [-4.233, -3.434, 0.051], [-5.247, 0.154, -0.225], [-6.254, -0.187, -0.521], [-5.013, 1.072, -0.779], [-5.257, 0.383, 0.849], [1.072, 3.758, -1.064], [1.079, 4.256, -2.841], [1.470, 5.277, -2.987], [0.053, 4.208, -3.230], [1.705, 3.552, -3.406], [0.213, 5.266, -0.440], [0.632, 6.194, -0.862], [0.293, 5.302, 0.655], [-0.849, 5.198, -0.715], [2.789, 4.322, -0.702], [2.996, 5.321, -1.121], [3.495, 3.601, -1.139], [2.944, 4.353, 0.385], [2.779, -3.023, -0.559], [3.298, -3.502, -2.264], [3.984, -4.366, -2.268], [3.803, -2.651, -2.741], [2.405, -3.756, -2.851], [4.487, -2.956, 0.144], [5.095, -3.832, -0.136], [4.427, -2.904, 1.240], [4.986, -2.050, -0.225], [2.388, -4.735, 0.005], [3.167, -5.461, -0.280], [1.435, -5.042, -0.447], [2.282, -4.740, 1.098], [-0.193, -0.671, -0.051], [-1.590, 1.389, -0.755], [-2.202, 2.028, -1.488], [2.086, 0.356, -0.742], [2.929, 0.633, -1.473], [1.449, -0.091, 2.563], [0.503, -1.100, 3.014], [-0.991, -0.698, 3.033], [-1.301, 0.646, 2.570], [-0.309, 1.545, 2.399], [1.034, 1.184, 2.406], [2.510, -0.365, 2.432], [0.690, -2.157, 2.870], [-1.680, -1.520, 2.871], [-2.356, 0.934, 2.426], [-0.559, 2.608, 2.254], [1.780, 1.981, 2.267], [-0.146, -0.568, 5.533], [-0.214, -0.735, 4.323]],
  "forces_ev_per_a": [[-2.47, -0.66, -0.49], [1.12, 0.07, -0.59], [0.45, 0.13, 0.36], [-0.18, 0.23, -0.07], [-0.13, -0.28, -0.01], [0.99, -0.36, 0.63], [0.46, 0.32, -0.07], [-0.10, -0.20, -0.20], [-0.26, 0.11, 0.17], [0.74, 0.88, 0.43], [0.55, -0.13, 0.03], [-0.24, -0.09, 0.17], [-0.11, 0.06, -0.25], [1.83, 5.54, -1.79], [-0.85, -1.97, -0.92], [-0.03, -0.26, 0.66], [0.29, 0.06, -0.10], [-0.18, 0.27, -0.07], [-1.58, -1.08, 1.33], [0.29, -0.61, -0.19], [-0.11, 0.19, -0.26], [0.20, 0.26, 0.15], [0.76, -1.88, 1.13], [-0.62, -0.27, -0.09], [0.04, 0.32, 0.15], [0.15, 0.07, -0.28], [1.51, -2.08, -0.45], [-0.68, 0.86, -0.62], [-0.30, 0.36, 0.35], [-0.10, -0.26, -0.05], [0.31, 0.02, -0.02], [-0.13, 1.12, 0.57], [-0.53, 0.24, -0.05], [0.19, -0.01, -0.23], [0.06, -0.24, 0.18], [-1.05, 0.25, 0.46], [-0.16, 0.53, 0.00], [0.23, -0.12, 0.19], [-0.02, -0.18, -0.23], [-0.33, -1.20, -0.05], [-2.27, 2.18, -2.91], [1.96, -1.90, 2.50], [3.00, 0.85, -2.88], [-2.60, -0.79, 2.49], [0.92, -1.10, 0.42], [0.34, 0.18, -0.54], [-0.13, 0.15, -0.59], [-1.47, -0.23, 0.22], [-1.26, 1.65, 0.01], [1.97, 0.91, -0.05], [-0.61, 0.07, 0.21], [0.26, -0.17, 0.45], [-0.30, 0.00, 0.47], [0.55, -0.23, 0.27], [0.00, -0.58, -0.12], [-0.26, -0.48, -0.10], [-0.32, -0.83, -6.30], [0.22, 0.31, 6.54]]
}



Record 4
{
  "formula": "C25H45N2OP3PdSe",
  "method": "ωB97M-V/def2-TZVPD",
  "homo_ev": [-18.1, -18.8],
  "charge": 4,
  "multiplicity": 5,
  "molar_mass_g_mol": 668.0,
  "elements": ["Pd", "P", "P", "P", "H", "C", "C", "H", "C", "C", "C", "C", "C", "C", "C", "C", "C", "H", "H", "H", "H", "H", "H", "H", "H", "H", "H", "H", "H", "H", "H", "H", "H", "H", "H", "H", "H", "H", "H", "H", "H", "H", "H", "H", "H", "H", "C", "C", "C", "C", "C", "C", "O", "H", "H", "H", "H", "H", "H", "C", "N", "C", "Se", "N", "C", "C", "C", "C", "C", "C", "H", "H", "H", "H", "H", "H", "H", "H"],
  "positions_angstrom": [[-0.342, -0.319, 0.399], [0.929, -1.047, 2.274], [-0.220, -2.048, -1.085], [-2.457, -0.302, 1.327], [-0.136, 1.954, -1.168], [-0.670, 1.884, -0.214], [0.060, 1.916, 0.961], [1.150, 2.010, 0.908], [2.746, -0.864, 2.236], [0.662, -2.831, 2.566], [0.455, -0.258, 3.853], [-0.921, -1.311, -2.582], [1.415, -2.719, -1.461], [-1.243, -3.490, -0.700], [-2.842, 1.172, 2.321], [-2.942, -1.714, 2.353], [-3.684, -0.260, -0.006], [-1.749, 2.028, -0.215], [-0.411, 2.092, 1.925], [3.039, 0.087, 2.713], [3.095, -0.865, 1.196], [3.226, -1.702, 2.773], [0.934, -3.408, 1.673], [-0.390, -3.023, 2.806], [1.290, -3.159, 3.406], [0.570, 0.828, 3.762], [1.110, -0.621, 4.659], [-0.586, -0.486, 4.112], [-0.990, -2.088, -3.349], [-0.271, -0.498, -2.925], [-1.923, -0.910, -2.379], [1.287, -3.494, -2.229], [1.860, -3.172, -0.562], [2.078, -1.924, -1.833], [-1.065, -4.230, -1.491], [-2.306, -3.222, -0.685], [-0.957, -3.922, 0.265], [-3.921, 1.167, 2.526], [-2.576, 2.084, 1.775], [-2.290, 1.145, 3.268], [-4.005, -1.605, 2.600], [-2.364, -1.742, 3.285], [-2.793, -2.653, 1.807], [-4.661, -0.044, 0.444], [-3.733, -1.212, -0.545], [-3.428, 0.529, -0.725], [-5.394, -0.175, -3.527], [-5.962, -0.015, -4.805], [-6.635, 1.177, -5.075], [-6.770, 2.166, -4.087], [-6.334, 1.905, -2.780], [-5.724, 0.686, -2.482], [-4.378, -1.069, -3.237], [-4.145, -1.581, -4.031], [-5.858, -0.781, -5.568], [-7.060, 1.361, -6.064], [-7.228, 3.135, -4.320], [-6.466, 2.638, -1.979], [-5.434, 0.431, -1.470], [5.584, -0.010, -1.474], [5.110, 1.039, -0.590], [3.797, 1.435, -0.506], [2.429, 0.779, -1.526], [3.775, 2.382, 0.500], [5.042, 2.521, 1.084], [5.451, 3.202, 2.219], [6.799, 3.061, 2.579], [7.684, 2.254, 1.831], [7.230, 1.527, 0.722], [5.892, 1.683, 0.377], [6.671, 0.069, -1.538], [5.130, 0.118, -2.463], [5.315, -1.010, -1.100], [2.935, 2.868, 0.784], [4.725, 3.801, 2.766], [7.181, 3.581, 3.458], [8.735, 2.195, 2.128], [7.869, 0.873, 0.132]],
  "forces_ev_per_a": [[0.93, 0.86, 0.35], [-0.14, -0.83, 0.70], [-0.22, -0.67, 0.52], [-0.58, -0.44, 0.57], [-0.36, -0.08, 0.35], [0.91, 0.72, 0.80], [-0.52, 0.45, -0.98], [-0.55, -0.21, 0.06], [0.22, 0.20, -0.23], [0.06, 0.11, -0.02], [-0.06, 0.11, -0.21], [0.10, -0.09, -0.22], [0.07, -0.02, -0.20], [0.07, -0.12, -0.28], [0.03, -0.06, -0.05], [-0.09, 0.00, 0.02], [0.03, 0.10, -0.14], [0.25, 0.01, -0.02], [0.14, -0.03, -0.20], [-0.13, -0.37, -0.21], [0.03, -0.04, 0.22], [-0.27, 0.36, -0.15], [-0.01, 0.10, 0.23], [0.25, 0.03, -0.06], [-0.19, 0.04, -0.18], [0.00, -0.20, 0.13], [-0.16, 0.05, -0.20], [0.25, 0.03, -0.04], [0.02, 0.15, -0.12], [-0.16, -0.17, -0.08], [0.25, -0.11, 0.00], [0.22, 0.12, 0.11], [-0.18, 0.13, -0.29], [-0.18, -0.38, 0.07], [-0.21, -0.04, 0.22], [0.23, -0.08, 0.01], [-0.07, 0.06, -0.22], [0.24, 0.09, 0.07], [-0.21, -0.16, 0.20], [-0.18, 0.03, -0.17], [0.15, -0.13, 0.06], [-0.17, 0.02, -0.21], [-0.05, 0.18, 0.12], [0.10, -0.08, -0.08], [0.02, 0.12, 0.16], [-0.07, -0.16, 0.22], [2.09, -1.70, 0.09], [-0.77, 1.03, -1.02], [0.37, -1.47, -0.65], [-0.15, 0.66, 0.02], [0.66, -1.21, 1.36], [-0.79, 2.19, 0.81], [-2.09, 1.26, -0.79], [-0.15, -0.03, 0.03], [0.10, 0.13, 0.03], [0.19, -0.17, 0.26], [0.12, -0.47, 0.02], [-0.12, -0.25, -0.36], [-0.04, 0.15, -0.31], [0.19, -0.46, -0.47], [0.28, 0.30, 0.72], [0.89, 0.58, 0.55], [0.71, 0.45, 0.40], [0.39, -0.35, 0.13], [-1.80, 0.37, 0.20], [0.47, 0.28, 0.25], [-1.14, 0.49, 0.12], [0.09, -0.91, -1.23], [0.87, 0.31, 0.57], [-0.52, -1.31, -1.41], [-0.23, -0.06, -0.15], [0.28, 0.03, 0.22], [0.11, 0.41, 0.04], [0.29, 0.08, -0.11], [0.44, 0.00, 0.06], [-0.16, -0.11, -0.23], [-0.44, -0.04, -0.12], [0.05, 0.23, 0.33]]
}